66
Properties=species:S:1:pos:R:3:nbo_charge:R:1 method="wB97M-V/def2-TZVPD" gap_ha=0.3053 e_homo_ev=-7.76 energy_ev=-54138.973 relative_energy_kcal_mol=0.0 largest_force_ev_per_a=0.9
Cl 3.854 -3.771 -0.882 -0.0065
O 1.047 -2.583 2.483 -0.6304
O -3.657 1.598 2.055 -0.6315
O -2.326 -2.136 -2.846 -0.4884
O -0.467 -3.816 -2.245 -0.4813
N -0.383 -0.931 3.095 -0.4023
N -0.157 2.714 -0.869 -0.4678
N 2.015 0.973 -0.261 -0.4652
N -2.567 1.804 0.072 -0.6576
C 3.816 0.207 1.154 -0.2693
C 0.167 -0.921 4.433 -0.4206
C 0.126 -1.842 2.177 0.6368
C 0.723 2.984 0.254 -0.2335
C 3.835 -2.237 -0.084 0.0051
C 0.461 -4.833 -1.943 -0.2594
C -2.150 -1.009 -0.708 -0.3383
C -1.779 -1.974 -1.615 0.3684
C -0.147 -2.820 -0.051 -0.2764
C -3.378 -1.287 -3.230 -0.2520
C 0.629 2.101 -1.923 -0.2068
C 2.885 -0.039 0.138 0.2792
C 2.912 -1.289 -0.483 -0.3292
C -0.926 3.876 -1.294 -0.2149
C -0.530 -1.840 0.876 -0.1020
C 1.192 0.764 -1.435 -0.2331
C -1.898 0.064 1.537 -0.2136
C 4.717 -0.760 1.544 -0.1745
C -1.530 -0.913 0.549 -0.0275
C -3.143 3.068 -0.320 -0.2229
C 4.742 -2.001 0.931 -0.2667
C -2.091 4.182 -0.345 -0.4107
C -2.810 1.219 1.269 0.6681
C -0.749 -2.902 -1.285 0.2462
C 1.279 1.666 0.780 -0.2139
C -1.342 -0.025 2.771 0.0863
H 0.620 0.047 4.653 0.1997
H 0.357 0.077 -1.228 0.1898
H 0.159 3.469 1.051 0.2081
H 3.849 1.173 1.633 0.2078
H 2.209 -1.543 -1.260 0.2306
H -1.675 1.617 -0.381 0.4365
H 1.930 1.863 1.629 0.2110
H 0.437 1.048 1.125 0.1854
H 1.553 3.647 -0.043 0.1765
H 5.421 -0.545 2.335 0.2151
H -2.568 5.106 -0.674 0.2175
H -4.238 -1.380 -2.558 0.1812
H -3.935 3.307 0.394 0.2379
H -1.334 3.660 -2.285 0.1962
H 1.461 2.753 -2.237 0.1731
H 1.458 -4.428 -1.754 0.1900
H -2.950 -0.324 -0.936 0.2406
H 0.931 -1.697 4.476 0.2586
H -3.665 -1.610 -4.229 0.2036
H 0.491 -5.472 -2.824 0.1989
H 0.628 -3.504 0.255 0.2556
H -1.721 4.342 0.668 0.2039
H -0.285 4.769 -1.382 0.1785
H -1.629 0.665 3.551 0.2266
H 1.811 0.344 -2.228 0.2159
H -0.612 -1.131 5.165 0.2049
H -3.059 -0.240 -3.265 0.1728
H 5.444 -2.761 1.232 0.2264
H -3.586 2.960 -1.318 0.1816
H 0.139 -5.420 -1.077 0.1785
H -0.012 1.917 -2.789 0.2030

***

71
Properties=species:S:1:pos:R:3:lowdin_spin:R:1 method="wB97M-V/def2-TZVPD" gap_ha="0.2208 / 0.2310" e_homo_ev="-6.69 / -7.08" s2=8.8166 energy_ev=-94027.264 multiplicity=6 relative_energy_kcal_mol=2.1 largest_force_ev_per_a=1.0
Fe -0.334 0.354 1.587 3.7175
S -0.656 -0.948 4.002 0.0241
F 2.877 0.641 -3.767 -0.0004
O 4.218 3.976 0.218 0.0001
O 3.606 3.293 -4.237 0.0000
O 1.110 1.635 0.438 0.0462
O 1.691 0.647 2.319 0.0450
N -0.214 -0.987 0.352 0.6449
N -1.656 2.142 1.041 0.0303
N -2.562 -0.043 2.017 0.0230
N -2.259 -3.044 3.809 0.0053
N 3.937 3.572 -2.002 0.0000
N -2.841 -1.267 2.523 0.0003
N 3.629 1.869 -0.461 0.0012
C -1.136 3.303 0.650 0.0042
C 3.236 1.456 -2.770 0.0001
C 2.110 -2.670 -2.679 0.1199
C -1.956 -1.794 3.419 0.0080
C 0.455 -1.616 -0.629 0.0556
C -0.735 1.076 -2.285 0.0054
C -1.919 4.334 0.143 0.0002
C 3.244 1.046 -1.507 0.0005
C -0.928 -0.422 -2.509 0.0104
C -4.886 0.191 1.309 0.0004
C -2.973 1.959 0.952 0.0024
C 0.205 -3.803 1.563 0.0112
C 1.414 -2.653 -0.349 0.1045
C -2.286 -0.889 -1.971 0.0059
C -3.275 4.135 0.029 0.0008
C 2.289 -2.475 2.054 0.0058
C 1.976 1.239 1.252 0.0135
C 3.438 1.400 0.903 0.0024
C 1.551 -3.319 1.016 0.0110
C 2.226 -3.126 -1.369 -0.0097
C 3.595 2.816 -3.125 0.0000
C -3.466 0.637 1.458 -0.0007
C -3.816 2.921 0.443 0.0005
C 1.087 -1.780 -2.989 -0.0105
C 3.946 3.193 -0.671 0.0002
C 0.234 -1.279 -2.017 0.1074
H -0.283 -4.484 0.860 0.0001
H -5.221 -0.319 2.213 0.0000
H -0.457 -2.953 1.735 0.0044
H 0.351 -4.334 2.510 0.0004
H -2.458 -1.943 -2.200 0.0000
H -0.946 -0.575 -3.592 0.0003
H 3.285 -2.196 1.693 0.0001
H 0.214 1.422 -2.704 0.0002
H 2.411 -3.041 2.983 0.0006
H 3.899 2.105 1.586 0.0003
H -1.455 5.259 -0.172 0.0001
H -2.325 -0.762 -0.887 0.0011
H 3.926 0.433 1.021 0.0005
H 2.163 -4.206 0.834 0.0001
H 2.941 0.036 -1.249 0.0000
H 0.942 -1.475 -4.021 -0.0026
H 1.752 -1.557 2.279 -0.0003
H -4.880 2.749 0.364 0.0002
H 4.191 4.532 -2.175 0.0000
H -0.725 1.296 -1.225 0.0000
H -1.547 1.638 -2.762 0.0003
H -2.889 -3.621 3.276 0.0005
H -3.918 4.906 -0.376 0.0000
H -4.981 -0.495 0.462 -0.0001
H -3.092 -0.304 -2.429 0.0003
H -1.562 -3.511 4.364 0.0005
H -0.061 3.381 0.719 0.0004
H -5.563 1.021 1.136 0.0001
H 2.774 -3.038 -3.453 0.0080
H 2.963 -3.889 -1.135 -0.0029
H -3.626 -1.796 2.182 0.0006

***

68
Properties=species:S:1:pos:R:3:lowdin_spin:R:1 method="wB97M-V/def2-TZVPD" charge=+3 gap_ha="0.3035 / 0.2488" e_homo_ev="-16.13 / -16.11" s2=6.0149 energy_ev=-48265.647 multiplicity=5 relative_energy_kcal_mol=0.1 largest_force_ev_per_a=0.4
Os 0.127 0.089 -0.044 2.9890
F 1.690 1.714 -6.383 0.0010
O 0.395 0.105 1.942 0.0929
O 0.171 0.080 -1.996 0.1294
O -2.401 -3.068 -0.885 0.0360
O -1.218 -1.339 -0.141 0.2473
N 0.635 -0.011 -8.376 0.0007
N 1.702 0.572 3.686 0.0188
N -1.426 -2.499 -4.770 0.0122
N 1.658 -0.784 -10.691 0.0000
N -1.296 1.840 0.166 0.1711
C -0.377 -1.245 -6.559 -0.0001
C 1.810 0.684 -10.411 0.0000
C -2.202 1.819 1.158 0.0184
C -3.138 2.818 1.316 0.0055
C 2.133 0.643 0.045 0.0860
C 1.483 0.616 2.404 0.0189
C 0.951 0.660 -6.014 0.0030
C 1.638 0.924 -8.910 0.0000
C -2.217 3.897 -0.595 0.0042
C -1.215 -1.814 -2.487 0.0170
C -4.159 5.003 0.567 0.0013
C -1.314 2.867 -0.703 0.0215
C 0.231 -1.232 -10.456 0.0000
C -2.051 -4.888 -5.388 0.0000
C 0.723 0.484 -4.688 -0.0010
C -0.090 -0.571 -4.234 0.0054
C -1.706 -2.643 -3.484 0.0009
C -3.163 3.894 0.433 0.0059
C -0.382 -0.362 -9.359 0.0001
C -1.105 -4.399 -6.441 0.0005
C 2.410 1.258 1.424 0.0246
C -1.671 -2.147 -1.098 0.0243
C -0.631 -1.439 -5.196 0.0017
C -0.382 -0.765 -2.851 0.0101
C 0.407 -0.194 -7.016 0.0009
C -2.011 -3.434 -5.733 0.0010
H -2.853 -3.008 -6.263 0.0005
H -1.314 -4.621 -7.478 0.0000
H -1.625 -5.215 -4.450 0.0000
H 2.284 -1.305 -10.073 0.0000
H 1.943 -1.004 -11.647 0.0000
H -2.188 4.707 -1.312 0.0008
H -0.308 -1.122 -11.396 0.0000
H 0.268 -2.286 -10.190 0.0000
H 2.696 -0.287 -0.078 0.0223
H 1.061 1.192 -11.015 0.0000
H -0.784 -1.956 -7.258 0.0000
H 2.181 2.329 1.437 0.0005
H -4.800 4.868 1.435 0.0000
H -2.934 -5.431 -5.692 0.0000
H 1.366 1.972 -8.772 0.0000
H 2.795 1.004 -10.743 0.0000
H -2.173 0.971 1.831 0.0016
H -0.574 2.846 -1.493 0.0022
H 1.033 0.134 4.307 0.0005
H -4.789 5.054 -0.323 0.0004
H 2.549 0.949 4.086 0.0005
H 2.588 0.755 -8.407 0.0000
H 2.407 1.308 -0.774 0.0192
H -0.812 0.547 -9.788 0.0000
H -3.849 2.753 2.129 0.0008
H -2.356 -3.462 -3.206 -0.0001
H -0.056 -4.373 -6.177 0.0000
H 1.159 1.182 -3.988 0.0000
H 3.451 1.152 1.733 0.0018
H -1.206 -0.901 -8.904 0.0000
H -3.649 5.963 0.656 0.0004

***

70
Properties=species:S:1:pos:R:3:lowdin_spin:R:1 method="wB97M-V/def2-TZVPD" charge=-1 gap_ha="0.1688 / 0.2028" e_homo_ev="-2.84 / -3.42" s2=9.1244 energy_ev=-136395.270 multiplicity=6 largest_force_ev_per_a=0.5
I -4.263 0.942 -0.334 0.0064
Mn -0.365 -0.101 -0.299 4.2702
S 4.986 -4.169 3.238 0.0098
S 0.229 2.958 2.459 -0.0019
S -1.343 2.841 1.162 -0.0199
S 0.372 1.242 3.572 0.0010
S -0.720 2.144 -0.721 -0.0693
Si -0.766 -0.476 -2.822 -0.1536
N 3.573 -4.623 2.592 -0.0110
N 1.618 0.092 0.574 0.1223
N 4.952 -2.590 2.887 0.0196
N -2.214 -0.401 1.333 0.0344
N 0.112 -2.083 0.252 0.1679
C 2.117 -1.067 1.086 0.0721
C 2.327 1.212 0.694 0.0115
C 1.329 -2.232 0.907 0.1500
C -0.661 -3.183 0.134 0.0488
C -3.520 -0.308 1.171 0.0062
C 1.733 -3.502 1.398 0.0222
C 0.925 -4.596 1.246 0.1240
C 4.080 0.094 1.864 0.0150
C -3.965 -1.671 3.064 0.0022
C -1.504 1.017 -3.707 -0.0168
C -1.760 -1.098 2.384 0.0067
C 3.557 1.265 1.327 0.0844
C -3.164 -2.032 -2.593 -0.0032
C 3.819 -2.362 2.247 0.0003
C 3.023 -3.541 2.077 -0.0008
C -1.859 -1.978 -3.393 -0.0297
C 1.738 0.730 -3.177 0.0022
C -1.145 -3.330 -3.306 -0.0006
C -4.446 -0.930 2.000 0.0009
C 1.058 -0.622 -3.445 -0.0265
C 1.123 -0.874 -4.957 -0.0087
C -2.599 -1.745 3.273 0.0010
C 3.370 -1.082 1.743 0.0590
C -2.276 -1.784 -4.864 -0.0077
C 1.877 -1.694 -2.721 0.0022
C -0.328 -4.424 0.595 0.0944
H -0.689 -1.099 2.521 0.0019
H -2.876 -2.647 -5.181 -0.0020
H 2.172 -0.945 -5.271 -0.0021
H -0.300 -3.386 -3.995 0.0000
H -1.848 -4.125 -3.589 -0.0003
H -0.764 -3.566 -2.312 0.0007
H -3.771 -1.144 -2.775 -0.0001
H -1.008 1.943 -3.418 -0.0005
H 4.069 2.212 1.412 0.0059
H 2.907 -1.676 -3.098 0.0002
H 1.919 -1.514 -1.645 0.0029
H -2.885 -0.892 -5.004 -0.0003
H 1.862 2.094 0.276 0.0001
H 0.636 -1.803 -5.257 -0.0003
H -1.438 0.904 -4.792 -0.0038
H -3.753 -2.905 -2.903 0.0001
H 5.033 0.087 2.378 -0.0012
H -3.025 -2.092 -1.511 -0.0006
H -1.612 -3.030 -0.360 0.0011
H -2.175 -2.281 4.110 0.0001
H 1.238 -5.556 1.633 0.0064
H -4.655 -2.167 3.736 0.0001
H -5.503 -0.813 1.814 0.0002
H 1.493 -2.704 -2.869 0.0000
H 1.768 0.978 -2.114 0.0019
H 0.667 -0.058 -5.523 -0.0003
H 2.778 0.689 -3.527 0.0001
H -1.017 -5.246 0.466 0.0053
H 1.247 1.555 -3.696 -0.0001
H -2.558 1.133 -3.437 0.0001
H -1.422 -1.713 -5.540 -0.0002